1.
Molecular formula: C25H47BMnN8Si4
Method: DFT, the ωB97M-V functional and the def2-TZVPD basis

- <S²>: 8.7580
- 2S+1: 6
- Frontier orbital gap (spin up / spin down): 6.656 / 6.540 eV
- Charge: +2
- Energy relative to the best compared isomer or geometry (same formula, charge and spin): 22.1 kJ/mol

Each line ends with the Mulliken charge.
Geometry (Å):
Mn1 -0.1250 0.1147 -0.5841  0.554
C1 3.5468 -0.3888 -0.2145  -0.485
C2 2.8821 -0.5398 -1.5407  0.559
C3 3.3980 -1.0733 -2.7162  -1.671
C4 2.3769 -0.9505 -3.6399  -0.006
N1 1.3325 -0.3546 -3.0519  1.267
N2 1.6296 -0.1139 -1.7426  -0.925
B1 -0.1071 -0.1128 -3.6171  0.080
N3 -0.6431 1.2728 -3.1230  1.492
C5 -0.9598 2.3131 -3.9064  0.192
C6 -1.3871 3.3567 -3.1079  -1.750
C7 -1.3124 2.8719 -1.8058  0.604
C8 -1.6816 3.5568 -0.5340  -0.877
N4 -0.8672 1.6115 -1.8190  -1.046
N5 -1.0074 -1.2348 -3.0396  1.070
C9 -1.5550 -2.2963 -3.6400  0.262
C10 -2.1151 -3.1099 -2.6705  -1.795
C11 -1.8539 -2.4692 -1.4659  0.463
C12 -2.2381 -2.8802 -0.0865  -0.492
N6 -1.1821 -1.3323 -1.6872  -0.839
N7 -0.0706 -0.1000 -5.1185  0.545
C13 0.8242 0.5413 -5.9251  -0.348
C14 0.2709 0.6397 -7.1690  -1.119
C15 -1.0099 0.0459 -7.0469  0.747
C16 -2.0563 -0.1120 -8.1002  -1.262
N8 -1.2117 -0.3757 -5.8130  -1.115
H1 4.4554 -0.9860 -0.1721  0.424
H2 3.8231 0.6522 -0.0332  0.296
H3 2.8838 -0.7183 0.5904  -0.494
H4 4.3775 -1.4888 -2.8757  0.471
H5 2.3320 -1.2537 -4.6719  0.704
H6 -0.8686 2.2449 -4.9780  0.427
H7 -1.7165 4.3302 -3.4263  0.481
H8 -1.6832 4.6362 -0.6694  0.426
H9 -2.6818 3.2638 -0.2106  0.253
H10 -0.9747 3.3206 0.2633  -0.123
H11 -1.5297 -2.3831 -4.7120  0.620
H12 -2.6417 -4.0357 -2.8223  0.477
H13 -2.4032 -3.9547 -0.0349  0.424
H14 -1.4392 -2.6255 0.6130  -0.467
H15 -3.1575 -2.3847 0.2334  0.290
H16 1.7732 0.8946 -5.5563  0.593
H17 0.7176 1.0673 -8.0502  0.446
H18 -1.6159 -0.0510 -9.0933  0.374
H19 -2.5609 -1.0713 -8.0016  0.352
H20 -2.8091 0.6727 -8.0174  0.254
C17 0.4221 -2.4702 5.1039  -1.213
Si1 0.2471 -1.9879 3.3187  0.442
C18 -1.5956 -1.5573 3.0874  -1.165
C19 0.9003 -3.2385 2.1159  -1.134
Si2 0.0114 0.2225 2.2079  0.175
Si3 2.0983 -0.0046 3.6838  0.797
C20 3.4066 -1.3049 3.4341  -1.229
C21 2.0066 0.6115 5.4281  -1.234
C22 2.3417 1.4847 2.5351  -1.351
Si4 -1.2983 1.8346 3.4613  0.613
C23 -1.5970 1.4217 5.2569  -1.058
C24 -2.9021 1.7300 2.4955  -1.005
C25 -0.4549 3.4914 3.2836  -1.314
H21 -0.0651 -3.4481 5.1845  0.463
H22 -0.0907 -1.7875 5.7805  0.341
H23 1.4536 -2.5936 5.4273  0.365
H24 -2.0123 -2.5509 2.8804  0.672
H25 -2.0091 -0.9466 2.2771  0.198
H26 -1.9955 -1.1956 4.0316  0.271
H27 0.1984 -4.0770 2.0787  0.493
H28 1.8556 -3.6372 2.4582  0.417
H29 1.0175 -2.8568 1.1016  0.263
H30 3.3278 -2.1074 4.1671  0.347
H31 4.3688 -0.8084 3.5968  0.530
H32 3.4257 -1.7407 2.4374  0.301
H33 1.5491 -0.0781 6.1349  0.378
H34 1.5035 1.5752 5.4904  0.305
H35 3.0433 0.7617 5.7498  0.447
H36 1.9196 1.5160 1.5248  0.303
H37 3.4236 1.4908 2.3555  0.528
H38 2.0704 2.3988 3.0584  0.387
H39 -2.0354 0.4361 5.4085  0.337
H40 -2.3278 2.1463 5.6291  0.410
H41 -0.7108 1.5075 5.8847  0.313
H42 -3.5326 0.9222 2.8710  0.398
H43 -2.7729 1.5920 1.4206  0.117
H44 -3.4506 2.6659 2.6348  0.480
H45 0.2802 3.6456 4.0761  0.374
H46 -1.2120 4.2723 3.3954  0.522
H47 0.0331 3.6548 2.3232  0.382

2.
Molecular formula: C25H47Cl2CrNO3Si2
Method: DFT, the ωB97M-V functional and the def2-TZVPD basis

- <S²>: 6.0468
- 2S+1: 5
- Frontier orbital gap (spin up / spin down): 5.973 / 7.006 eV
- Energy relative to the best compared isomer or geometry (same formula, charge and spin): 88.7 kJ/mol

Each line ends with the Mulliken charge.
Geometry (Å):
O1 -0.6296 -1.4721 -3.0709  -0.287
O2 0.9473 1.4383 -6.5172  -0.380
C1 0.1643 -2.5678 -3.5540  -0.297
C2 -0.6338 -3.8483 -3.3769  -1.076
H1 1.0625 -2.5763 -2.9277  0.200
H2 0.4728 -2.3765 -4.6002  0.345
H3 -0.9496 -3.9570 -2.3202  0.199
H4 -0.0481 -4.7150 -3.7079  0.440
H5 -1.5299 -3.7698 -4.0068  0.250
C3 -1.7065 -1.0267 -3.9464  0.446
C4 -1.5305 -1.2598 -5.4320  -1.500
H6 -1.7743 0.0590 -3.7547  -0.070
H7 -2.6531 -1.4652 -3.5726  0.007
H8 -0.6967 -0.6822 -5.8425  0.241
H9 -2.4490 -0.9069 -5.9053  0.447
H10 -1.4185 -2.3196 -5.6594  0.413
C5 0.5500 2.4701 -5.6197  0.385
C6 2.3384 1.1371 -6.4273  0.132
C7 -0.8790 2.8806 -5.9134  -1.263
H11 1.1921 3.3753 -5.6956  0.476
H12 0.6308 2.0596 -4.5977  -0.236
H13 -1.0610 3.0684 -6.9782  0.329
H14 -1.0907 3.7953 -5.3575  0.387
H15 -1.5839 2.1198 -5.5693  0.182
C8 2.8903 0.6753 -7.7620  -1.386
H16 2.4113 0.3257 -5.6864  0.041
H17 2.9552 1.9879 -6.0737  0.356
H18 2.3206 -0.1650 -8.1551  0.312
H19 3.9192 0.3461 -7.6260  0.399
H20 2.8835 1.4841 -8.4982  0.320
H21 0.4104 -0.0826 -1.6390  -1.862
Cr1 -0.1293 -0.9215 -0.1458  0.444
C9 1.0719 0.7085 -2.0227  2.055
Si1 2.7086 0.6471 -1.1187  0.494
H22 1.1931 0.6171 -3.1128  -0.438
H23 0.4536 1.5661 -1.7598  0.624
C10 3.8503 -0.4781 -2.0854  -1.034
C11 2.9700 0.2907 0.6978  -0.994
C12 3.2465 2.4209 -1.4133  -1.212
C13 -2.0133 -1.6068 -0.4179  -0.673
Si2 -3.3623 -0.2819 -0.5235  0.574
H24 -2.1621 -2.2083 0.5175  0.480
H25 -2.0505 -2.3373 -1.2577  0.146
C14 -4.7538 -0.8587 -1.6329  -1.248
C15 -2.6942 1.3506 -1.1887  -0.664
C16 -4.0157 0.0087 1.2116  -0.994
H26 2.8340 2.8236 -2.3460  0.297
H27 4.3343 2.4932 -1.4878  0.363
H28 2.9349 3.0941 -0.6083  0.306
H29 3.7906 -1.5020 -1.6988  0.293
H30 4.8881 -0.1336 -1.9885  0.350
H31 3.5824 -0.4859 -3.1483  0.238
H32 2.7025 -0.7345 0.9883  0.196
H33 2.4194 0.9796 1.3508  0.247
H34 4.0411 0.4199 0.9331  0.487
H35 -3.4441 1.7826 -1.8684  0.437
H36 -1.7606 1.2375 -1.7574  -0.242
H37 -2.5199 2.0681 -0.3748  0.352
H38 -4.8290 0.7481 1.1785  0.322
H39 -3.2468 0.3676 1.9099  0.201
H40 -4.4225 -0.9280 1.6193  0.292
H41 -5.6464 -0.2589 -1.4050  0.336
H42 -4.9712 -1.9185 -1.4410  0.333
H43 -4.4985 -0.7408 -2.6947  0.298
Cl1 1.1314 -4.1775 3.2090  -0.222
C17 0.5326 -2.6045 3.4925  0.276
C18 0.2473 -2.1052 4.7681  -0.515
C19 -0.2080 -0.7996 4.9767  0.653
Cl2 -0.5429 -0.2903 6.5759  -0.276
C20 -0.3846 0.1048 3.8875  -0.007
C21 -0.7934 1.4431 3.9763  -0.843
C22 -0.8607 2.1890 2.8141  -1.058
C23 -0.5924 1.6207 1.5615  -0.918
N1 -0.2831 0.2960 1.4331  1.188
C24 -0.1294 -0.4289 2.5918  -0.270
C25 0.3266 -1.7691 2.3714  0.266
O3 0.5058 -2.1905 1.1488  -0.804
H44 0.3943 -2.7769 5.6071  0.434
H45 -1.0270 1.8485 4.9551  0.456
H46 -1.1452 3.2384 2.8601  0.400
H47 -0.6071 2.2412 0.6551  0.619

Number 1: largest force on an atom 0.24 eV/Å. Number 2: largest force on an atom 4.25 eV/Å.